Molecular formula: C35H65As2CoN2O11S2Si
Method: DFT, the ωB97M-V functional and the def2-TZVPD basis

The geometry in XYZ format:
```
119
Properties=species:S:1:pos:R:3:forces:R:3:lowdin_spin:R:1
Co -0.4014 0.1825 -0.4222 -0.8 0.1 0.2 2.6839
C 3.3508 -1.7811 2.5304 -0.1 0.0 -0.1 0.0005
C 1.8314 -1.6595 2.5263 0.2 -0.1 0.3 0.0007
C 1.4101 -0.4918 3.4047 -0.1 -0.1 -0.3 0.0000
C 1.2087 -2.9561 3.0369 0.0 0.1 -0.3 0.0004
O 1.3732 -1.3701 1.1440 0.3 -0.2 -0.2 0.0150
Si 1.8020 -2.2881 -0.1571 -0.1 0.4 0.9 0.0459
S 0.5301 -1.3388 -1.7065 0.3 -0.4 -0.6 0.7967
O 3.3297 -2.2785 -0.6037 0.0 0.0 -0.2 0.0153
C 4.3746 -1.3774 -1.0320 0.2 0.1 -0.1 0.0016
C 4.5167 -1.5530 -2.5395 -0.1 -0.1 0.2 0.0028
C 4.0070 0.0565 -0.6758 0.0 -0.2 0.0 0.0062
C 5.6453 -1.8190 -0.3180 -0.1 0.0 0.0 0.0011
O 1.2516 -3.7702 0.0144 -0.2 -0.2 -0.1 0.0287
C 1.6920 -5.1053 -0.3753 0.1 -0.2 -0.1 0.0014
C 2.9386 -5.4461 0.4309 -0.1 0.1 0.0 0.0018
C 0.5373 -6.0336 -0.0359 0.0 0.1 0.0 -0.0001
C 1.9783 -5.1169 -1.8708 0.0 0.2 0.1 0.0008
H 3.6914 -2.0166 3.5376 0.0 0.0 0.0 0.0001
H 3.8135 -0.8423 2.2224 0.0 0.0 0.0 0.0000
H 3.6842 -2.5785 1.8625 0.0 0.0 0.1 0.0000
H 1.7776 -0.6556 4.4168 0.0 0.0 0.0 0.0000
H 0.3223 -0.4091 3.4475 0.0 0.0 0.0 0.0000
H 1.8390 0.4357 3.0305 0.0 0.2 0.0 0.0002
H 1.5562 -3.1531 4.0507 0.0 0.0 0.0 0.0000
H 1.4836 -3.7952 2.4008 0.0 0.0 0.1 0.0001
H 0.1252 -2.8828 3.0491 -0.2 0.0 0.0 0.0000
H 3.5453 -1.4349 -3.0242 0.1 0.0 0.1 0.0034
H 4.8922 -2.5498 -2.7703 0.0 0.0 0.0 0.0001
H 5.2143 -0.8199 -2.9441 0.0 0.0 0.0 0.0000
H 3.0911 0.3477 -1.1991 0.0 0.1 -0.1 0.0068
H 4.8178 0.7239 -0.9679 0.0 0.1 0.0 0.0001
H 3.8394 0.1667 0.3969 0.0 0.0 -0.1 0.0006
H 5.8102 -2.8824 -0.4905 0.0 0.0 0.0 0.0000
H 5.5671 -1.6508 0.7562 0.0 0.0 0.0 0.0000
H 6.5039 -1.2679 -0.7009 0.0 0.0 0.0 0.0000
H 2.7195 -5.4363 1.4997 0.0 0.0 0.0 0.0000
H 3.7225 -4.7169 0.2225 0.1 -0.1 0.0 0.0001
H 3.3029 -6.4372 0.1630 0.0 0.0 0.0 0.0002
H 0.2952 -5.9791 1.0258 0.0 0.0 0.0 0.0000
H 0.8060 -7.0611 -0.2789 0.0 0.0 0.0 0.0000
H -0.3475 -5.7601 -0.6123 0.0 0.0 0.0 0.0000
H 2.8252 -4.4682 -2.1011 0.0 0.0 0.0 0.0000
H 1.1047 -4.7657 -2.4236 0.0 -0.1 0.0 0.0006
H 2.2127 -6.1280 -2.2002 0.0 0.0 0.0 0.0000
C 4.2062 5.3587 2.1374 0.1 -0.1 0.2 0.0002
O 3.4143 5.1839 0.9397 -0.1 0.1 -0.1 0.0009
C 2.7521 4.0613 0.8045 0.3 -0.2 0.5 0.0018
O 2.7991 3.1172 1.5829 -0.1 0.2 -0.2 0.0127
C 1.8626 3.9636 -0.3685 0.1 -0.4 -0.1 0.0219
C 1.6163 4.9014 -1.2778 -0.2 0.0 0.0 0.0070
As 0.0483 4.9878 -2.5246 -0.3 -0.3 -0.3 0.0003
C 0.8279 5.7361 -4.1499 0.2 0.0 0.1 0.0009
C 0.4245 3.0122 -2.6603 0.0 0.0 0.4 0.0649
C -0.2172 2.3372 -1.6741 -0.3 -0.2 -0.4 -0.0009
As 0.9586 2.2045 -0.0263 0.1 0.8 0.4 0.0676
C -0.4000 3.0172 1.1453 -0.2 -0.1 0.0 0.0065
C -1.6954 2.5244 -1.5833 -0.3 0.8 -0.3 -0.0020
O -2.3661 3.3904 -2.0611 0.0 -0.2 0.1 -0.0004
O -2.2400 1.4432 -0.9637 0.5 -0.2 0.1 0.0290
C -3.6845 1.4257 -0.8925 -0.2 0.0 0.1 0.0026
C 1.7452 2.5929 -3.2256 0.3 0.2 -0.4 0.0083
O 2.6333 3.3447 -3.5413 0.0 -0.1 0.3 0.0086
O 1.7560 1.2915 -3.5033 -0.2 -0.3 0.2 0.0138
C 2.8531 0.8497 -4.3255 0.2 0.1 -0.2 0.0015
C 2.0904 6.3349 -1.1677 -0.4 0.0 0.2 0.0010
O 1.2496 7.1092 -0.7845 0.3 -0.1 -0.1 -0.0001
O 3.2840 6.7142 -1.5466 0.2 0.2 -0.1 0.0006
C 4.2463 5.8009 -2.0904 0.1 -0.2 -0.1 0.0001
H 4.3497 6.4276 2.2451 0.0 0.0 -0.1 0.0000
H 5.1627 4.8535 2.0197 0.0 0.0 -0.1 0.0000
H 3.6826 4.9451 2.9947 0.0 0.0 0.0 0.0001
H 1.0953 6.7713 -3.9321 0.0 0.0 0.0 -0.0002
H 0.0481 5.7388 -4.9096 -0.1 0.0 0.1 0.0000
H 1.6956 5.1854 -4.4957 0.0 0.0 0.0 0.0000
H -0.8371 3.8832 0.6470 0.0 0.0 0.0 0.0012
H 0.0872 3.3428 2.0626 0.1 -0.1 0.0 0.0008
H -1.1782 2.2985 1.4039 0.0 0.0 0.0 -0.0004
H -3.9414 0.7882 -0.0545 0.0 0.0 0.0 0.0002
H -4.0911 1.0334 -1.8227 0.1 0.0 0.0 0.0002
H -4.0533 2.4344 -0.7347 0.0 0.0 0.0 0.0005
H 2.7223 -0.2190 -4.4494 -0.1 0.1 0.0 0.0007
H 3.8057 1.0736 -3.8504 0.0 0.0 0.0 0.0001
H 2.8171 1.3492 -5.2920 -0.1 0.0 0.0 0.0002
H 5.2098 6.2850 -1.9697 0.0 0.0 0.0 0.0000
H 4.0507 5.6357 -3.1478 -0.1 0.0 0.0 0.0000
H 4.2362 4.8475 -1.5651 0.0 0.0 0.0 0.0000
C -7.4393 -1.8036 0.2961 0.1 0.1 -0.1 0.0000
C -6.4312 -1.2784 -0.7245 -0.1 -0.2 0.0 0.0000
C -5.6581 -2.3832 -1.4472 0.0 0.1 0.2 0.0002
C -4.5657 -3.0409 -0.6047 -0.2 0.0 -0.2 0.0004
N -3.4788 -2.1233 -0.2503 -0.2 -0.1 -0.1 0.0036
C -3.2840 -1.5228 0.9207 0.0 0.0 -0.2 0.0159
S -1.8147 -0.6750 1.2403 0.4 -0.1 0.7 0.0989
N -4.1952 -1.6185 1.8795 0.1 0.0 -0.1 0.0050
C -4.0973 -1.0472 3.2267 0.0 0.4 0.1 0.0033
C -4.4946 0.4286 3.2848 -0.2 -0.1 -0.2 0.0013
C -5.9269 0.6972 2.8172 0.0 0.0 0.2 0.0001
C -6.9872 0.0459 3.7057 0.1 0.1 -0.1 0.0001
H -7.9688 -0.9760 0.7675 0.0 -0.1 0.1 0.0000
H -6.9725 -2.3964 1.0891 -0.1 0.0 0.0 0.0000
H -8.1794 -2.4378 -0.1915 0.0 0.0 0.0 0.0000
H -5.7302 -0.5919 -0.2397 0.0 0.1 -0.1 0.0000
H -6.9729 -0.6952 -1.4709 0.0 0.1 0.0 0.0000
H -5.1979 -1.9822 -2.3542 0.0 -0.1 0.0 0.0000
H -6.3571 -3.1644 -1.7537 0.0 0.0 -0.1 0.0000
H -4.1190 -3.8578 -1.1709 0.0 0.0 0.1 0.0001
H -4.9800 -3.4777 0.3044 0.1 -0.1 0.0 0.0000
H -2.7626 -1.9877 -0.9421 0.1 0.0 0.0 0.0026
H -5.0666 -2.0738 1.6534 0.0 0.0 -0.1 0.0004
H -3.0786 -1.1763 3.5880 0.0 -0.1 0.0 0.0017
H -4.7592 -1.6308 3.8637 0.0 -0.1 0.0 0.0001
H -3.7940 1.0122 2.6840 0.1 0.0 0.0 0.0011
H -4.3873 0.7547 4.3222 0.1 0.0 0.0 0.0001
H -6.0513 0.3537 1.7843 0.0 0.1 0.0 0.0000
H -6.0843 1.7771 2.8109 0.0 0.0 -0.1 0.0000
H -7.0071 -1.0397 3.5909 0.0 0.0 0.1 0.0000
H -7.9773 0.4225 3.4533 0.0 -0.1 0.0 0.0000
H -6.7989 0.2759 4.7554 0.0 0.0 0.0 0.0000
```
Forces are in eV/Å.

As for the total charge: +2. As for the HOMO energy (alpha / beta): -13.87 / -13.90 eV. The largest force on an atom comes out at 0.975 eV/A. The spin multiplicity is 5. Its energy above the lowest of the compared OMol25 structures with the same formula, charge and spin is 29.43 kcal/mol. For the total energy, the calculation gives -9249.5647 Ha.



Molecular formula: C35H65Br9O22S4
Method: DFT, the ωB97M-V functional and the def2-TZVPD basis

The geometry in XYZ format:
```
135
Properties=species:S:1:pos:R:3:forces:R:3:lowdin_charge:R:1
O 28.6150 -22.0724 -16.9898 -3.0 -2.0 -1.1 0.0778
C 27.6164 -22.6951 -17.3876 2.4 0.3 0.8 -0.4239
O 27.1074 -23.7935 -16.7373 1.1 0.6 1.4 -0.0001
C 25.8027 -24.2122 -17.1765 1.6 0.1 -1.8 -0.1267
C 25.4566 -23.0068 -18.0525 -2.0 -0.3 -0.6 -0.1746
C 26.7382 -22.4356 -18.6029 0.5 0.7 2.1 -0.0687
H 25.1503 -24.4972 -16.3511 0.1 0.6 0.1 0.1347
H 26.0027 -25.1183 -17.7485 -0.3 -0.1 -0.1 0.0870
H 24.9653 -22.3160 -17.3673 0.0 0.4 -0.2 0.1246
H 24.7981 -23.1781 -18.9040 -0.4 -0.4 0.3 0.0705
H 26.7040 -21.3462 -18.5924 -0.1 0.0 -1.0 0.1303
H 27.0960 -22.8989 -19.5224 0.0 0.2 0.1 0.1248
O 25.3565 -23.1892 -21.7678 -1.0 -1.9 -4.4 0.0017
C 24.9724 -23.5401 -22.9319 2.1 -0.2 4.7 -0.4114
O 25.4797 -24.6175 -23.6327 0.2 1.5 1.9 -0.0750
C 25.1613 -24.4432 -25.0080 -0.1 0.1 -0.5 -0.1511
C 23.9173 -23.5507 -25.0110 -0.7 -0.4 -0.9 -0.1349
C 23.8815 -22.9012 -23.6614 0.7 0.9 -0.6 -0.1236
H 25.0282 -25.4137 -25.4861 -0.1 0.0 0.2 0.0858
H 26.0348 -23.9762 -25.4632 -0.2 0.2 -0.2 0.1149
H 22.9727 -24.0920 -25.0628 0.2 -0.4 -0.7 0.0719
H 23.9705 -22.8349 -25.8313 -0.2 -0.1 0.1 0.0977
H 22.9641 -23.0727 -23.0983 0.0 0.4 -0.1 0.0811
H 24.1990 -21.8644 -23.7718 -0.6 0.3 0.5 0.0927
O 27.3628 -23.1358 -27.4871 0.3 -0.7 -0.1 0.1003
C 27.7802 -24.1850 -27.9268 2.3 3.0 0.1 -0.4962
O 27.0568 -25.2357 -28.0434 -2.5 -2.0 -0.6 0.0692
C 27.6857 -26.2441 -28.8148 0.0 -1.8 0.0 -0.1568
C 29.1461 -25.9879 -28.6513 1.4 -0.3 1.4 -0.1622
C 29.2184 -24.4957 -28.4285 -0.5 0.6 -0.9 -0.0559
H 27.3810 -26.3272 -29.8581 -0.3 1.0 -0.2 0.1333
H 27.3738 -27.2173 -28.4357 0.0 0.1 0.5 0.1021
H 29.8031 -26.4718 -29.3740 -0.2 0.4 -0.3 0.1267
H 29.5083 -26.3253 -27.6802 -0.3 -0.9 0.1 0.1160
H 29.3954 -24.0138 -29.3900 -0.1 0.6 0.1 0.1263
H 29.9703 -24.1718 -27.7088 -0.2 0.0 -0.1 0.1289
O 18.4829 -23.6104 -27.1231 -0.1 1.4 0.2 0.1140
C 18.7189 -24.7664 -27.2487 1.3 -0.6 1.0 -0.5132
O 17.9487 -25.5313 -27.9953 -1.0 -2.2 -1.0 0.0415
C 18.3396 -26.9522 -27.9916 2.0 0.7 0.4 -0.0904
C 19.7691 -26.9125 -27.4015 0.4 0.5 1.5 -0.1574
C 19.8336 -25.5946 -26.5665 -0.8 -0.2 -1.9 -0.0618
H 18.4188 -27.3267 -29.0122 -0.6 0.2 0.0 0.1209
H 17.7141 -27.5924 -27.3695 -0.5 0.5 -0.2 0.1242
H 20.5786 -26.8386 -28.1277 -0.4 -0.1 -0.4 0.0999
H 20.0690 -27.7160 -26.7289 -0.5 -0.4 -0.4 0.0619
H 20.8150 -25.1711 -26.7800 -0.2 0.5 0.7 0.1100
H 19.5560 -25.6386 -25.5134 0.4 -0.2 0.0 0.0963
O 26.7616 -18.0906 -29.3178 -0.6 -1.8 1.3 0.0903
C 25.9737 -18.8316 -28.7459 1.5 1.6 -2.6 -0.4251
O 24.7768 -18.2878 -28.4094 0.2 0.0 0.3 0.0465
C 23.9088 -19.3008 -27.9998 -1.5 -1.7 0.4 -0.2030
C 24.7777 -20.4438 -27.5922 0.7 -1.5 0.4 -0.1772
C 25.9997 -20.3644 -28.5106 -0.1 1.5 1.7 -0.0508
H 23.3051 -19.7123 -28.8087 -0.3 0.7 -0.5 0.1177
H 23.2254 -19.0396 -27.1918 0.2 0.6 -0.2 0.1066
H 24.3652 -21.4524 -27.6195 -0.6 0.2 -0.1 0.1107
H 25.1104 -20.3143 -26.5624 0.2 0.1 0.1 0.1156
H 26.0186 -20.9511 -29.4290 -0.2 0.2 0.0 0.1288
H 26.8118 -20.6606 -27.8467 0.5 0.2 -0.8 0.1060
O 25.5834 -27.7362 -18.3733 -1.3 1.0 -0.6 -0.2816
S 24.8245 -27.2407 -19.5000 0.2 -0.1 -1.8 0.6985
O 24.0637 -28.2073 -20.3241 1.0 2.1 1.8 -0.3570
O 23.8559 -25.9093 -19.0528 3.5 -3.3 0.8 -0.2633
C 22.9810 -25.4599 -20.0288 -1.0 0.5 -0.1 -0.3748
C 21.8884 -24.9000 -19.2002 -2.5 0.8 0.0 -0.0924
C 26.0000 -26.3204 -20.5761 -0.1 -0.2 0.5 -0.1152
H 22.6564 -26.2893 -20.6571 -0.1 0.1 0.0 0.0608
H 23.3929 -24.6543 -20.6366 0.5 -0.1 -0.2 0.0921
H 22.0780 -24.0275 -18.5749 0.8 0.0 -0.2 0.0674
H 21.4031 -25.6062 -18.5265 0.2 -0.4 -0.2 0.0918
H 21.1049 -24.5435 -19.8689 -0.2 0.0 -0.1 0.0318
H 26.8298 -26.9542 -20.8888 -0.3 -0.4 0.1 0.0751
H 26.4447 -25.5340 -19.9664 -0.3 0.1 0.0 0.0574
H 25.5275 -25.9003 -21.4640 -0.2 0.0 0.4 -0.0097
O 21.2782 -22.3834 -26.5387 -0.2 2.9 1.0 -0.3151
S 20.9887 -20.9617 -26.2466 -0.2 0.0 -0.9 0.7304
O 21.8703 -20.1058 -25.4173 -1.8 -2.1 -1.8 -0.3230
O 20.8522 -20.1746 -27.7488 2.3 0.9 3.6 -0.2693
C 20.3837 -20.9202 -28.7968 -2.5 -1.4 -1.9 -0.3363
C 20.3141 -20.1244 -30.1221 0.7 0.4 1.3 -0.0416
C 19.2305 -20.7596 -25.6892 1.0 0.9 -0.1 -0.0844
H 19.3388 -21.0536 -28.5165 -0.4 -0.9 -0.5 0.1031
H 20.8648 -21.8940 -28.8878 0.1 0.1 0.0 0.1167
H 21.3080 -19.9472 -30.5330 -0.1 0.1 -0.1 0.0680
H 19.8827 -19.1765 -29.8004 0.0 0.3 -0.5 0.0800
H 19.6676 -20.5640 -30.8817 0.1 -0.3 0.3 0.0802
H 18.5313 -21.1053 -26.4505 0.3 -0.5 0.2 0.0533
H 19.0976 -19.6834 -25.5789 0.3 0.1 -0.2 0.0674
H 19.0757 -21.1421 -24.6803 0.2 -0.6 -0.3 0.0652
O 26.9282 -31.4079 -26.2128 1.1 -0.5 0.1 -0.3216
S 27.9111 -31.5340 -25.1573 0.7 0.5 2.6 0.6826
O 29.3292 -31.8822 -25.2884 -2.7 0.5 -0.5 -0.2957
O 27.9248 -30.0747 -24.3690 -1.1 -0.5 -0.9 -0.2699
C 26.7977 -29.1376 -24.6282 0.6 1.0 -1.1 -0.2711
C 27.1667 -28.1980 -25.7830 0.8 -0.4 0.0 -0.0863
C 27.1597 -32.5939 -23.7816 1.0 0.7 -2.0 -0.0717
H 26.6884 -28.4707 -23.7729 0.2 -0.8 0.5 0.0636
H 25.8368 -29.5740 -24.9008 0.2 -0.7 0.5 0.0917
H 26.3896 -27.4935 -26.0798 -0.2 -0.2 0.3 0.0474
H 27.4366 -28.7918 -26.6563 0.0 0.0 -0.1 0.0621
H 28.0487 -27.6307 -25.4858 0.1 0.1 -0.1 0.0860
H 26.3172 -31.9970 -23.4325 0.2 -0.3 0.3 0.0628
H 27.9809 -32.8181 -23.1008 -0.3 0.4 0.2 0.0661
H 26.8577 -33.5127 -24.2843 -0.2 0.1 0.1 0.0598
O 24.1802 -27.5236 -27.1034 -1.1 -0.9 -1.4 -0.3166
S 23.6811 -28.4634 -28.1015 0.8 -0.5 -0.5 0.6747
O 22.3251 -29.0094 -28.0294 2.1 0.8 0.0 -0.3031
O 23.8875 -27.7499 -29.5846 -0.3 -0.2 1.6 -0.2597
C 23.3041 -28.4040 -30.7126 -0.9 -0.9 -1.1 -0.3072
C 23.0024 -27.4116 -31.8070 0.5 1.3 0.7 -0.0670
C 24.9556 -29.8169 -28.2610 -1.7 0.3 -0.4 -0.0807
H 22.3785 -28.9222 -30.4619 0.1 0.0 0.5 0.1131
H 23.9738 -29.1476 -31.1446 0.4 -0.1 0.4 0.1174
H 22.2933 -26.6611 -31.4577 -0.3 -0.2 -0.1 0.0802
H 22.6571 -27.8447 -32.7458 0.1 -0.2 0.2 0.0882
H 23.9167 -26.8358 -31.9505 0.1 0.0 -0.5 0.0790
H 24.5663 -30.4743 -29.0384 -0.2 -0.1 0.0 0.0623
H 24.9503 -30.3758 -27.3252 0.4 0.3 0.0 0.0546
H 25.9122 -29.4538 -28.6368 -0.1 0.3 0.6 0.0683
C 21.2742 -21.0888 -21.6688 -0.3 0.9 1.6 -1.4320
Br 19.7499 -21.9956 -20.8960 -0.1 -0.3 -0.5 0.5503
Br 22.7171 -21.3360 -20.2527 -0.8 0.6 -1.6 0.5544
Br 20.6587 -19.1889 -21.9533 1.0 -1.3 0.1 0.5249
H 21.5412 -21.5216 -22.6329 0.2 0.2 0.3 -0.0441
C 26.1847 -18.0310 -23.6407 0.4 -0.5 -0.6 -1.5280
Br 28.1006 -17.9191 -24.1948 -1.0 -0.1 0.7 0.5222
Br 25.4849 -16.3830 -22.9096 0.4 -0.6 0.1 0.5793
Br 25.7688 -19.6836 -22.5773 0.4 1.3 -0.7 0.5568
H 25.7076 -18.1388 -24.6148 -0.1 -0.2 0.5 -0.0560
C 22.4539 -27.0126 -24.0685 -0.5 -0.4 -0.1 -1.4253
Br 21.3326 -28.6477 -24.1693 0.7 0.6 0.2 0.5960
Br 24.2646 -27.3231 -23.4008 -1.5 -0.2 -0.4 0.8317
Br 21.4469 -25.6346 -23.0790 0.5 -0.5 -0.4 0.6830
H 22.5075 -26.6994 -25.1111 0.2 0.1 0.3 -0.0471
```
Forces are in eV/Å.

As for the total charge: 0. As for the HOMO energy: -9.73 eV. The largest force on an atom comes out at 5.170 eV/A. For the total energy, the calculation gives -27786.5986 Ha.